[1]
ORCA calculation (the ωB97M-V functional and the def2-TZVPD basis) on a 10-piece molecular cluster, C20H60O10S5 overall at a distorted geometry.

Calculated values
HOMO-LUMO gap = 8.08 eV
E_HOMO = -8.343 eV
energy relative to the best compared isomer or geometry (same formula, charge and spin) = 14.02 kcal/mol

The geometry in ORCA input format:
```
! wB97M-V def2-TZVPD RIJCOSX def2/J DEFGRID3
* xyz 0 1
C -4.06389 0.97405 2.85823
C -3.65689 -0.53495 2.90723
O -3.64689 -0.89495 1.55823
H -3.34189 1.59105 2.44023
H -4.38489 1.24305 3.87123
H -5.02189 1.15505 2.20123
H -4.36989 -1.08295 3.49623
H -2.60389 -0.73295 3.11423
H -3.78289 -1.80395 1.31123
C -1.09489 0.10505 -6.13177
C -1.65289 0.06205 -4.73777
O -2.98389 -0.37895 -4.78077
H 0.03011 0.39905 -6.17677
H -1.60189 0.57305 -6.90477
H -1.11089 -0.92295 -6.62777
H -1.55189 1.07905 -4.38977
H -1.26189 -0.63595 -4.26577
H -3.41689 0.13705 -4.06377
C 4.47011 1.75805 -0.38977
C 4.90811 1.00505 0.81723
O 4.27111 1.49705 1.97423
H 3.44511 1.36505 -0.71477
H 5.16511 1.76105 -1.11677
H 4.47611 2.92505 -0.21877
H 5.97611 1.29305 0.94023
H 4.88511 0.01205 0.57623
H 4.51811 2.47305 2.28923
C 0.35711 -4.55895 0.72323
C -0.52789 -4.35195 -0.46177
O -1.01989 -5.59995 -0.81277
H 0.74011 -3.62095 0.95623
H 1.33711 -5.10795 0.70923
H 0.01911 -5.03595 1.52923
H 0.08311 -3.88695 -1.15577
H -1.30689 -3.52095 -0.22377
H -1.60089 -5.38895 -1.76377
C 0.48511 0.12205 0.50623
C -0.70689 -0.24795 -0.33577
O -0.52989 0.25505 -1.61877
H 0.45711 1.06205 0.46423
H 1.53511 -0.24395 0.15623
H 0.46611 -0.31795 1.48223
H -1.63989 -0.02495 -0.16977
H -0.42589 -1.24295 -0.61177
H -1.20189 1.15705 -1.61577
C 1.08111 3.32505 3.03323
S 1.41911 3.57605 4.72223
O 0.55411 2.49305 5.43523
C 3.07511 3.04305 4.82023
H 1.35011 2.37705 2.67023
H 1.64311 3.95005 2.52923
H -0.04789 3.41505 2.68923
H 3.27111 1.77205 4.56723
H 3.37811 3.31905 5.73123
H 3.72911 3.72205 4.16523
C 0.19711 -0.46495 4.52823
S -0.27289 -0.28795 6.29023
O -1.50489 -1.27695 6.33523
C 1.08211 -1.14795 6.90523
H 0.12811 -1.50995 4.27223
H 1.08411 0.03405 4.62223
H -0.48789 0.09905 4.05623
H 1.08611 -1.21595 7.97523
H 2.02111 -0.80195 6.36623
H 0.94211 -2.24995 6.58123
C 2.07011 1.25205 -3.65577
S 2.39211 -0.48895 -4.09477
O 2.82211 -0.49195 -5.61377
C 3.78811 -0.81495 -3.12377
H 1.17911 1.41805 -4.22377
H 2.76711 1.99305 -4.17377
H 1.99611 1.19105 -2.59877
H 4.50611 0.10805 -3.13277
H 4.39311 -1.59195 -3.72477
H 3.69711 -1.10895 -2.19977
C -3.64789 -2.83895 -1.73377
S -4.20589 -4.20695 -2.71677
O -2.98689 -5.14195 -2.57277
C -5.34889 -4.93195 -1.50477
H -2.74789 -2.12995 -2.14577
H -3.43889 -3.31495 -0.75477
H -4.27989 -1.97095 -1.76177
H -5.99389 -5.61795 -2.14277
H -5.92689 -4.25995 -1.11977
H -4.98989 -5.51295 -0.61277
C -0.11389 4.44905 -3.52377
S -0.80489 4.21605 -1.99577
O -1.27889 2.78605 -1.88577
C 0.56811 4.40605 -0.85777
H 0.19611 5.44405 -3.76077
H -0.60589 3.97705 -4.47877
H 0.85311 3.78005 -3.76077
H 0.22011 4.32805 0.18223
H 0.78511 5.35405 -1.08377
H 1.29211 3.68405 -1.11677
*
```

***

[2]
ORCA calculation (the ωB97M-V functional and the def2-TZVPD basis) on C26H41N2RuS as an isolated structure at a distorted geometry.

Calculated values
HOMO-LUMO gap (alpha / beta) = 6.55 / 6.21 eV
E_HOMO (alpha / beta) = -9.707 / -10.403 eV
energy relative to the best compared isomer or geometry (same formula, charge and spin) = 31.73 kcal/mol

The geometry in ORCA input format:
```
! wB97M-V def2-TZVPD RIJCOSX def2/J DEFGRID3
* xyz 1 5
C 1.20712 -1.57710 0.05067
C 1.73076 -1.04105 -1.15706
C 0.83612 -1.29453 -2.19965
C -0.32202 -1.96324 -1.66059
C -0.01740 -2.28335 -0.25515
Ru -0.91268 -0.44729 -0.16462
C -3.61575 1.10146 -1.74568
C -3.41960 0.81440 -0.43923
H -3.61588 1.54057 0.37134
C -2.95882 -0.51497 0.03146
H -3.37857 -1.42447 -0.46713
H -3.03291 -0.58358 1.13231
C -3.59873 2.55345 -2.14752
H -2.96274 3.10059 -1.42303
H -3.12215 2.61071 -3.12321
H -4.54016 3.09265 -2.20441
C -3.00818 0.16450 -2.78585
H -2.00929 -0.09900 -2.42174
H -3.53786 -0.73711 -3.02177
H -2.86783 0.72451 -3.72109
C 3.05993 -0.38938 -1.25103
H 3.29241 0.14769 -0.32883
H 3.85705 -1.12440 -1.42682
H 3.08739 0.38263 -2.04115
C 1.10133 -1.06515 -3.64800
H 1.62848 -0.11328 -3.79881
H 1.73273 -1.86231 -4.07496
H 0.16950 -1.03129 -4.22212
C -1.36264 -2.67672 -2.43107
H -1.47939 -2.24517 -3.44073
H -1.11980 -3.74780 -2.54922
H -2.33326 -2.60887 -1.92428
C -0.57313 -3.43674 0.47810
H -1.63241 -3.58737 0.21618
H -0.02045 -4.36272 0.22737
H -0.50393 -3.28073 1.56404
C 1.97653 -1.67918 1.31015
H 1.34162 -1.99335 2.14732
H 2.79649 -2.41109 1.21707
H 2.43160 -0.71102 1.58236
C 2.61035 2.23879 -2.36135
C 1.14263 2.26901 -2.74462
C 3.55873 3.02505 -2.90516
C 1.04915 2.72444 -4.07365
H 0.12140 2.06138 -2.32813
C 3.34103 3.50644 -4.24987
H 4.44786 3.30928 -2.32986
C 2.10321 3.27049 -4.81892
H 0.05500 2.68281 -4.55657
H 4.13515 4.03923 -4.75066
H 1.96233 3.54720 -5.85452
C -1.50700 -1.83689 5.22634
C -0.46543 -1.66129 4.13174
N -0.81661 -0.53195 3.20747
C 0.10185 0.40152 2.85371
S 0.06358 1.07331 1.25027
N 0.99126 0.80935 3.79382
C 0.50960 1.33148 5.09084
C 1.62209 1.98922 5.89270
H -1.91936 -0.87535 5.54613
H -1.03829 -2.32998 6.08501
H -2.32051 -2.47668 4.86820
H 0.53606 -1.47508 4.54425
H -0.41291 -2.57600 3.51462
H -1.42478 -0.82583 2.43228
H 1.79783 1.33680 3.41570
H -0.29607 2.05977 4.89672
H 0.07164 0.48735 5.64598
H 2.11182 2.79084 5.32370
H 1.19027 2.43779 6.79116
H 2.37471 1.25661 6.20905
*
```

***

In Ha, the calculated total energy values for the records above are, in order, -3540.67187; -1617.42410.